135
Properties=species:S:1:pos:R:3:forces:R:3 method="wB97M-V/def2-TZVPD" total_charge=0 homo_ha=-0.3968 e_tot_ha=-6326.120132 e_lumo_ev=-0.5 homo_lumo_gap_ha=0.37709
O 4.4321 1.3982 5.6543 0.1 0.0 -0.1
S 4.2459 2.1244 4.4448 -0.8 0.1 -1.5
O 4.9765 3.3214 4.1327 0.0 -0.7 0.2
O 4.4325 1.0348 3.2331 1.1 0.1 1.3
C 4.6989 1.5221 1.9112 -2.2 1.1 -0.7
C 4.5203 0.3670 0.9479 0.7 -0.8 1.0
C 2.5178 2.4609 4.1959 -0.5 -1.6 0.3
H 5.6226 2.0799 1.7698 0.2 -0.3 0.5
H 3.8586 2.2097 1.7546 0.4 0.3 -0.5
H 4.6835 0.6171 -0.0969 0.1 0.2 0.1
H 3.5505 -0.1181 1.0600 -0.2 0.3 0.0
H 5.2524 -0.3694 1.2999 0.0 -0.2 -0.6
H 2.0645 2.8959 5.0848 0.3 1.0 -0.3
H 1.9871 1.5058 4.1549 0.5 -0.3 0.1
H 2.3336 2.8267 3.1891 0.1 0.9 0.3
O -0.7342 6.7595 -1.4725 0.4 0.6 1.6
S -0.0594 6.7652 -0.1847 -0.6 -1.1 -0.5
O 1.3562 7.0291 -0.1383 -0.8 0.6 0.3
O -0.9277 7.7108 0.8432 1.5 -0.3 -1.7
C -0.2555 8.0679 2.0555 -1.0 -0.3 2.6
C -0.5717 9.5017 2.4853 1.0 0.2 -1.5
C -0.2877 5.1345 0.5108 0.1 0.3 -0.4
H 0.7865 7.7664 2.1423 0.1 0.3 -0.7
H -0.7780 7.4752 2.8177 0.2 -0.3 0.0
H -1.6547 9.5881 2.4884 0.0 0.4 0.2
H -0.1037 10.1942 1.7774 -0.5 0.1 -0.3
H -0.0909 9.8238 3.4076 -0.3 -0.7 0.4
H 0.1146 5.0500 1.5165 -0.1 0.2 0.0
H 0.3020 4.5286 -0.1738 0.1 -0.2 0.1
H -1.3329 4.8445 0.4547 0.0 0.2 0.1
O 1.8056 3.8456 -1.8562 -0.6 -0.9 0.3
S 0.9874 2.8992 -2.5695 -0.1 1.2 -2.5
O -0.3157 2.4724 -2.1063 0.9 0.1 0.6
O 0.7261 3.5325 -4.0386 1.1 -0.6 0.6
C 0.2619 4.9080 -4.0812 -0.9 0.1 0.2
C -0.0355 5.2810 -5.5127 0.0 0.1 0.0
C 1.9654 1.4798 -3.0587 -0.4 0.1 1.2
H 0.9229 5.6435 -3.6235 0.4 -0.5 0.2
H -0.6611 4.8761 -3.4993 -0.1 0.5 -0.1
H -0.7413 4.5638 -5.9285 0.0 0.1 -0.2
H 0.8462 5.3705 -6.1483 0.1 -0.4 0.1
H -0.4596 6.2864 -5.5230 -0.3 -0.1 0.1
H 2.8460 1.7581 -3.6269 -0.2 0.2 -0.1
H 1.3410 0.7190 -3.5184 -0.1 0.2 -0.2
H 2.2711 1.1108 -2.0749 0.1 -0.1 -0.1
O 0.4970 0.5351 2.6482 0.4 -0.3 0.0
S 0.4803 0.9552 1.2740 -3.3 0.8 -1.3
O 1.3497 2.0042 0.8265 0.1 -0.9 0.1
O 0.5705 -0.2806 0.2678 0.7 0.2 0.7
C 0.2528 -1.6104 0.7322 -0.1 -1.3 -0.2
C 0.9195 -2.5627 -0.2389 0.2 0.5 -0.8
C -1.2565 1.3941 0.8245 0.7 0.4 0.1
H -0.7929 -1.9253 0.6742 -0.4 1.2 -0.1
H 0.5041 -1.7493 1.7831 0.5 0.1 -0.1
H 0.5108 -3.5649 -0.1137 0.5 -0.2 0.3
H 2.0031 -2.4620 -0.3031 0.1 -0.5 0.7
H 0.6433 -2.2980 -1.2643 -0.4 0.2 0.1
H -2.0016 0.6702 1.1509 0.4 -0.2 0.4
H -1.3328 1.4382 -0.2594 0.4 0.1 0.0
H -1.4711 2.3789 1.2379 0.0 0.0 0.2
O 1.6726 -5.2708 -3.5671 1.5 0.4 -0.2
S 2.9984 -5.2094 -4.1590 0.1 -0.8 0.4
O 3.0908 -5.3386 -5.5809 0.3 0.6 0.6
O 3.7809 -3.8552 -3.6831 -0.5 -1.7 -0.9
C 3.8613 -3.6303 -2.2697 -1.1 0.4 0.9
C 4.0724 -2.1422 -2.1520 0.6 0.9 -0.2
C 4.0864 -6.4770 -3.4244 -0.1 0.5 0.4
H 4.5959 -4.2328 -1.7275 0.6 0.1 -0.7
H 2.9241 -3.9548 -1.8036 -0.2 0.3 -0.2
H 4.2808 -1.7599 -1.1523 -0.1 -0.4 0.1
H 3.2626 -1.5440 -2.5731 -0.4 -0.4 0.2
H 4.9222 -1.8376 -2.7695 0.2 -0.3 0.1
H 3.9136 -7.4803 -3.8064 -0.4 0.2 -0.4
H 3.9625 -6.5122 -2.3418 -0.2 0.2 0.0
H 5.1215 -6.2011 -3.6196 -0.1 0.1 -0.2
O -1.5527 -8.8774 -3.0711 -0.1 0.2 -0.1
S -1.4457 -7.7463 -3.9395 1.3 0.9 -1.2
O -2.3918 -7.4775 -4.9943 -0.2 0.1 1.5
O -1.2241 -6.4137 -3.0409 -0.8 -0.3 -1.0
C -0.3182 -6.5073 -1.9502 0.7 -0.8 1.4
C -1.0320 -6.8554 -0.6570 -0.1 0.9 0.7
C 0.0971 -7.7235 -4.8486 -0.3 -0.4 0.6
H 0.2306 -5.5760 -1.8383 -0.5 0.3 -0.3
H 0.4955 -7.2157 -2.1324 -0.3 -0.3 -0.3
H -1.6896 -6.0179 -0.4015 -0.4 -0.2 -0.3
H -0.3601 -6.8357 0.2072 0.4 -0.3 -0.3
H -1.5746 -7.7958 -0.6317 0.0 0.0 -0.3
H 0.0387 -8.6490 -5.4181 0.4 0.1 -0.2
H 0.9532 -7.6783 -4.1826 0.0 -0.3 0.0
H 0.0889 -6.8264 -5.4591 -0.1 -0.1 -0.1
O -4.7012 -3.5888 -5.6175 0.6 0.1 0.1
S -3.3825 -3.1185 -5.9278 1.6 0.9 -0.4
O -3.1566 -2.0158 -6.8233 -0.5 -0.8 0.3
O -2.5846 -2.6210 -4.5902 -0.3 -0.6 -0.7
C -2.8864 -3.3262 -3.4016 -1.5 -1.3 1.6
C -2.0381 -2.8495 -2.2405 0.2 1.3 0.1
C -2.3368 -4.4928 -6.4323 0.1 -0.4 0.9
H -2.8380 -4.4218 -3.4577 0.7 0.1 -0.7
H -3.9616 -3.2319 -3.2081 0.1 0.6 0.2
H -2.2986 -1.8212 -1.9667 0.2 0.2 -0.5
H -0.9812 -2.8736 -2.5051 0.0 0.0 -0.1
H -2.1406 -3.3001 -1.2509 -0.4 -0.9 -0.5
H -2.1044 -5.1085 -5.5621 -0.6 0.0 0.2
H -1.3421 -4.1895 -6.7503 -0.4 0.6 -0.5
H -2.8690 -5.1343 -7.1284 0.0 0.2 -0.2
O -1.4477 4.3055 5.8921 0.2 -0.2 0.9
S -1.1069 3.1598 6.6999 -1.7 -1.0 0.2
O 0.2194 2.9585 7.1644 0.0 0.3 0.2
O -2.0725 3.1289 8.0130 1.6 -0.1 -0.7
C -3.5034 3.0606 7.9209 -0.5 0.0 -0.7
C -3.9905 1.9396 8.8191 0.5 -0.2 0.0
C -1.6092 1.6706 5.8069 -0.1 0.0 0.9
H -3.7843 2.8198 6.8917 0.0 0.2 0.0
H -3.8819 4.0578 8.1402 -0.1 -0.1 0.2
H -3.3210 1.1017 8.6116 -0.1 -0.1 0.2
H -4.9966 1.5903 8.5924 -0.1 0.3 -0.1
H -3.9256 2.1754 9.8795 0.0 0.1 0.0
H -2.6768 1.6411 5.5961 0.1 0.5 -0.5
H -1.4673 0.8233 6.4787 0.5 0.1 0.0
H -0.9765 1.5887 4.9265 -0.1 0.0 -0.1
O -4.1866 0.6678 3.2330 0.0 0.0 0.1
H -3.7262 -0.1744 3.3062 0.0 0.0 0.0
H -5.1170 0.4471 3.3542 0.0 0.0 -0.1
O 0.0233 -1.7244 4.3532 0.0 0.2 0.1
H 0.3695 -1.8662 5.2409 0.0 -0.1 -0.1
H 0.4448 -0.9065 4.0491 -0.1 -0.1 -0.1
O -2.8088 -2.7437 1.4236 -0.1 0.0 0.1
H -3.2675 -3.5530 1.6770 0.0 0.0 0.0
H -2.6855 -2.2643 2.2507 0.1 -0.1 0.0
O -2.9403 2.3635 -3.3134 0.1 0.1 0.1
H -3.5807 2.4297 -2.5984 0.0 0.0 -0.1
H -2.0958 2.6238 -2.9151 -0.1 -0.2 -0.1
O -2.0308 4.2906 3.3412 0.3 -0.3 0.2
H -2.9769 4.1293 3.4072 0.0 0.0 0.0
H -1.6964 4.2093 4.2679 -0.4 0.3 -0.9